# 1
Here is a structure of composition C34H45Cl2CsN5O7 from the OMol25 dataset. Energies are from ωB97M-V with the def2-TZVPD basis set.

Summary:
total charge = +1
calculated total energy = -3063.4053 Ha
energy relative to the best compared isomer or geometry (same formula, charge and spin) = 0.0000 eV
HOMO level = -9.03 eV
E_LUMO = -2.239 eV

Positions of all 94 atoms, in Å:
N 0.1156 3.9406 -2.5934
C 2.1017 -1.6436 -4.0817
H -4.9813 -0.1391 -1.4571
C 4.0080 -0.9410 2.9221
C -1.3789 2.0487 -3.0694
H 0.9682 0.9454 -3.1241
H -2.7986 -4.1611 2.4166
C -2.3544 -3.2292 2.0489
H -3.1876 -4.6494 -0.4398
C 0.6134 0.0703 -5.6002
H -4.4592 -3.2961 -1.6983
H 2.8839 3.5661 2.0834
O 2.0483 3.0437 0.3358
H -4.2341 -2.2054 2.1043
C 7.1423 -3.8403 -2.2082
H 7.9416 -3.4512 -1.5891
H -1.9617 -2.8955 -3.4158
H -3.8533 -2.9404 0.5352
C 6.3894 -4.8118 -4.2589
H -2.8154 -4.4280 -3.1958
H 5.6164 -3.4323 -0.7442
O -3.4426 -1.5009 -1.7516
O -1.7363 -3.6897 -1.5798
H 1.4315 1.2618 -1.4358
C -0.9410 3.4579 -3.5422
C -1.2358 -4.7185 0.4945
H 6.5959 -5.1948 -5.2510
H -0.0105 0.7129 -6.2130
O 1.3392 -3.5448 -2.0125
C -2.1342 -4.7408 -0.7273
H -0.2040 -4.8514 0.1661
C 2.4834 -3.4746 -2.4393
C 3.0858 1.4580 1.8194
C 3.6853 1.4235 3.0947
C 5.0894 -4.8286 -3.7789
C 2.7474 -0.6890 -4.8661
H -5.1601 -1.6737 -0.6145
H -1.7518 4.1847 -3.5253
C -0.4109 3.9879 -1.1860
C 2.9460 0.2628 1.0300
H -0.2438 2.2306 0.0554
H 4.2830 -5.2244 -4.3839
H -2.4318 2.0574 -2.7868
C 2.6401 2.7532 1.3715
O -1.2498 -3.4934 1.2061
C 7.4363 -4.3242 -3.4802
C 0.8397 1.6206 -2.2789
C 1.9966 0.1708 -5.6433
C -2.5579 -3.4781 -2.7122
N 2.8950 -2.5395 -3.3666
C 3.4428 -0.9286 1.6816
Cl 4.8670 0.2281 5.2186
H 0.4003 4.3428 -0.5543
C 8.8503 -4.3462 -3.9908
H -1.2508 1.3183 -3.8670
H 9.3295 -5.2976 -3.7518
C -3.4288 -2.3955 1.3815
Cl 3.2965 -2.4232 0.7890
C -0.8249 2.5476 -0.8090
C 4.1344 0.2576 3.6402
C 5.8428 -3.8331 -1.7243
H 9.4465 -3.5546 -3.5390
H -2.0171 -5.7088 -1.2328
C -3.7481 -0.3053 0.2869
H 2.4792 0.8979 -6.2827
H -4.5191 0.0633 0.9762
H 1.7127 3.1028 -3.6694
O -2.8548 -1.1774 0.9481
H -1.9607 -2.6797 2.9059
O 2.4368 0.2133 -0.1187
H 3.8869 -2.4900 -3.5414
N 3.4683 -4.3209 -2.0284
C -4.4273 -0.9218 -0.9246
C 0.7035 -1.6627 -4.1019
H 4.3612 -1.8703 3.3487
H 3.2049 -4.9219 -1.2644
H -1.4938 -5.5523 1.1577
H 8.8813 -4.2252 -5.0731
H 3.7852 2.3482 3.6514
C 4.8132 -4.3333 -2.5099
H -0.4961 3.4490 -4.5362
H -1.8854 2.5124 -0.5575
N -0.5843 1.6335 -1.9207
H -1.2407 4.6936 -1.1784
H -3.1383 0.5438 -0.0274
C 1.3168 3.0375 -2.6562
H 3.8300 -0.6402 -4.8774
H 2.0409 3.4158 -1.9384
H 0.1610 -2.3944 -3.5228
H 0.3997 4.8791 -2.8623
N -0.0172 -0.8196 -4.8410
H -4.3892 -2.5327 -3.2921
Cs -0.0411 -1.3070 -0.5012
C -3.8190 -2.7150 -2.3729

Forces on the atoms, in the same order (eV/Å):
N 0.001 0.004 -0.015
C 0.080 -0.032 0.044
H -0.007 0.003 0.013
C 0.018 -0.038 -0.015
C 0.002 -0.019 0.007
H -0.001 -0.016 0.009
H -0.003 0.001 -0.005
C -0.009 -0.003 0.016
H -0.006 0.003 -0.006
C -0.008 -0.005 -0.051
H 0.007 -0.015 0.003
H -0.029 0.004 0.009
O -0.030 0.008 0.009
H 0.000 -0.008 -0.002
C 0.011 0.001 -0.008
H -0.001 0.000 0.002
H -0.025 0.029 -0.006
H -0.005 0.014 -0.004
C -0.016 -0.001 0.008
H -0.023 0.005 0.005
H 0.003 0.001 -0.001
O -0.003 -0.013 0.007
O -0.029 0.027 -0.044
H 0.014 0.037 0.022
C -0.013 0.011 -0.001
C -0.002 -0.048 -0.027
H 0.000 -0.001 0.002
H 0.005 0.009 0.007
O 0.004 -0.001 0.013
C -0.015 -0.049 -0.005
H 0.002 0.027 -0.006
C 0.130 0.023 -0.039
C 0.025 -0.103 -0.029
C -0.001 0.065 0.011
C 0.025 -0.007 -0.007
C -0.030 0.007 -0.015
H 0.005 -0.006 -0.009
H 0.003 0.002 0.002
C -0.016 -0.002 0.005
C 0.046 -0.019 0.080
H 0.035 -0.035 -0.045
H -0.006 0.000 0.007
H -0.001 -0.005 -0.001
C 0.045 0.022 -0.049
O 0.058 0.027 -0.006
C 0.002 0.006 0.017
C -0.010 0.020 -0.013
C 0.018 0.000 0.025
C 0.073 -0.065 0.059
N -0.056 -0.007 0.016
C -0.020 0.071 -0.068
Cl -0.012 -0.005 -0.022
H 0.002 0.006 0.002
C -0.003 0.002 -0.003
H -0.002 0.004 0.004
H -0.002 -0.002 0.001
C -0.020 -0.005 0.004
Cl -0.022 0.028 0.038
C 0.033 0.012 0.053
C 0.023 -0.014 0.041
C -0.009 0.009 0.010
H 0.000 0.000 0.003
H 0.010 -0.001 0.017
C -0.008 0.014 -0.007
H -0.012 0.007 -0.001
H -0.003 0.001 0.000
H -0.008 0.007 -0.003
O 0.033 -0.017 0.051
H -0.001 -0.007 0.005
O -0.091 0.018 -0.026
H 0.001 -0.007 -0.005
N -0.048 -0.013 -0.028
C 0.010 0.026 -0.001
C -0.039 0.052 -0.098
H 0.002 0.008 0.015
H 0.004 0.002 0.005
H -0.046 0.011 -0.010
H 0.002 -0.003 0.002
H -0.003 -0.002 -0.001
C 0.008 0.006 -0.005
H 0.004 0.000 0.002
H 0.003 0.021 0.019
N -0.026 0.010 -0.046
H -0.003 -0.005 -0.006
H 0.002 0.005 -0.004
C 0.038 -0.032 -0.003
H 0.003 -0.002 0.007
H -0.001 0.005 0.001
H 0.043 -0.032 0.029
H 0.001 0.000 0.003
N -0.014 -0.023 0.057
H -0.008 -0.004 0.012
Cs -0.071 -0.058 0.014
C -0.016 0.052 -0.046

=====

# 2
Here is a structure of composition C34H46AsIN4P2S4Ti from the OMol25 dataset. Energies are from ωB97M-V with the def2-TZVPD basis set.

Summary:
total charge = 0
calculated total energy = -7200.8022 Ha
HOMO level = -7.44 eV
E_LUMO = -0.780 eV

Positions of all 93 atoms, in Å:
H -4.4535 2.9798 3.2398
C 0.6358 0.9871 4.9707
C -0.4985 -2.4817 4.6591
H 2.3743 -0.3036 -2.2746
H 2.5080 -0.3772 -4.7306
C -3.7239 -1.2429 0.0189
C 3.6225 2.4355 -1.8076
C -5.2439 -2.7380 -1.0182
S 2.6703 -0.1252 0.6037
C -2.8126 2.0672 -1.0002
H 1.7234 2.7366 -2.7487
S 3.6890 -2.5705 -1.7011
C -0.5508 2.8951 -1.1057
C 2.4240 4.6267 -2.0054
C 1.4967 -0.1060 -2.8755
H 0.5160 4.5404 2.6868
H -2.1616 -3.3671 -3.3766
H -3.1357 2.9997 1.2091
H -3.5553 1.4279 -0.5453
H 0.4637 -2.7743 2.7507
H -2.4414 4.2042 -3.6013
I -2.5887 0.4369 -5.3207
H -5.6854 -1.6274 0.7873
N -2.7788 -1.4622 -0.8997
N -2.0647 -2.5336 -2.8189
C -3.0457 -2.3392 -1.8705
C 2.2491 3.1135 -1.8630
H 2.9518 4.2863 2.3209
C -3.4037 1.3438 4.1441
C 2.3551 -0.6220 4.0550
H 4.1224 2.5458 -2.7719
H -4.0010 1.3359 5.0450
H 3.6058 3.7758 0.7664
C -0.8940 3.6433 -2.2290
C -0.7720 0.2827 -2.9302
H 2.9170 2.5809 1.8600
H -3.4600 -0.5519 0.8104
C 1.4201 3.8161 0.8758
C -1.8731 1.3323 1.7630
H 1.3817 4.8032 0.4059
H -6.2042 -3.2349 -1.0716
C -3.6570 2.2549 3.1274
N -1.1119 1.2527 0.5950
H -0.3157 -3.5397 4.8545
C -2.1868 3.6236 -2.7251
H -1.7908 -3.8128 2.7061
C 0.3345 3.7593 1.9456
C 1.1886 0.3076 3.7198
H 3.5624 1.3768 -1.5697
Ti 0.4589 0.0141 0.1089
P 1.1267 2.5876 -0.4791
H 4.2613 2.8999 -1.0562
H -0.1471 4.2353 -2.7390
H 2.9359 4.8472 -2.9443
C -4.2835 -2.9935 -1.9684
C -4.9652 -1.8449 0.0121
H 1.4836 5.1761 -1.9965
C -2.9089 2.2628 1.9649
C -3.1445 2.8341 -2.1027
H -1.6876 0.4155 -2.3721
H 0.3331 2.7999 2.4657
C -1.5699 0.4707 2.8342
H 1.4599 1.4693 5.5009
H -2.5517 -2.2239 2.8212
H -2.0902 -0.2049 4.7969
S 2.9414 -3.5279 1.7581
C 2.8059 3.6004 1.4843
C -2.3402 0.4728 3.9934
N 0.3519 0.1364 -2.2234
H 3.0449 5.0200 -1.1990
H 0.2168 -1.9132 5.2465
C 1.5614 -0.1660 -4.2541
C -0.4029 -2.2331 3.1498
H 2.7290 -1.1594 3.1865
H -4.1511 2.7920 -2.4979
H -1.5000 -2.2548 5.0272
H -4.4650 -3.6880 -2.7779
P -0.0742 -0.5009 2.6058
H 0.4212 -0.0259 -6.0747
H -1.1238 -2.3986 -2.4663
H -0.1064 1.7487 4.7343
C -1.6666 -2.7554 2.4645
C 0.4050 0.0187 -4.9941
H 3.1735 -0.0279 4.4661
H -0.6600 3.9145 1.5269
H 1.5859 1.0914 3.0646
As 2.6231 -2.3720 0.0682
H 0.1792 0.2749 5.6588
C -0.7799 0.2351 -4.3132
C -1.5137 2.0883 -0.4829
H 2.0802 -1.3636 4.8035
S 0.3937 -2.2629 -0.3217
H -1.6171 -2.6613 1.3819

Forces on the atoms, in the same order (eV/Å):
H -0.007 0.011 -0.005
C -0.004 -0.001 -0.011
C -0.017 0.055 -0.011
H -0.005 0.014 -0.006
H 0.009 -0.005 0.000
C -0.029 -0.072 -0.045
C -0.016 0.015 -0.021
C -0.005 -0.011 -0.042
S -0.065 -0.020 -0.001
C 0.024 0.057 0.047
H 0.009 -0.008 0.033
S 0.042 -0.031 -0.030
C 0.003 -0.053 0.038
C -0.004 0.001 0.028
C 0.010 -0.004 -0.012
H 0.006 0.009 0.006
H 0.015 0.011 0.015
H -0.004 -0.002 -0.001
H -0.019 -0.045 0.018
H 0.003 0.033 0.010
H -0.002 0.005 -0.013
I 0.046 -0.003 0.026
H -0.005 0.009 0.009
N 0.036 -0.037 -0.028
N 0.118 -0.079 0.033
C -0.086 0.140 0.034
C -0.039 -0.062 -0.014
H 0.001 0.008 0.004
C 0.008 -0.015 0.022
C -0.005 -0.009 -0.029
H 0.004 0.014 -0.008
H -0.010 -0.002 0.010
H 0.011 -0.001 0.006
C -0.017 -0.014 -0.001
C -0.012 0.033 -0.048
H 0.006 -0.005 0.005
H 0.031 0.079 0.049
C -0.039 -0.013 -0.043
C -0.077 -0.092 0.198
H -0.002 -0.008 -0.009
H -0.002 -0.006 0.000
C -0.003 0.003 -0.001
N -0.196 0.054 -0.241
H -0.014 -0.014 -0.013
C 0.006 0.017 0.000
H 0.007 -0.011 -0.013
C 0.016 -0.012 -0.015
C -0.011 0.023 -0.011
H 0.004 -0.034 -0.015
Ti 0.521 -0.086 0.087
P 0.035 -0.071 0.026
H 0.004 -0.009 0.012
H 0.003 -0.005 -0.011
H 0.003 0.001 -0.006
C 0.005 -0.013 -0.012
C 0.011 0.031 0.056
H 0.012 0.020 0.007
C 0.022 -0.009 -0.051
C 0.003 -0.010 -0.003
H 0.031 -0.017 -0.026
H -0.010 0.024 -0.005
C -0.002 0.004 -0.107
H 0.021 0.003 0.000
H -0.009 0.009 0.014
H 0.012 -0.030 0.027
S 0.034 -0.026 -0.002
C -0.012 0.006 0.019
C -0.041 0.043 -0.042
N -0.108 0.046 0.185
H 0.005 0.007 0.004
H 0.012 -0.017 0.003
C 0.011 0.006 0.028
C 0.012 0.031 -0.040
H 0.017 -0.026 -0.020
H -0.015 -0.005 0.001
H -0.008 0.015 0.019
H 0.001 -0.014 -0.011
P 0.116 0.009 -0.082
H 0.006 -0.001 -0.009
H -0.031 -0.023 0.001
H 0.006 0.004 0.013
C 0.014 -0.006 0.005
C -0.013 0.001 -0.039
H 0.013 0.008 -0.002
H 0.009 0.004 0.020
H -0.024 -0.032 0.028
As -0.129 0.110 0.057
H -0.007 -0.020 0.010
C -0.055 0.015 0.015
C -0.112 0.110 -0.047
H 0.005 0.003 0.010
S -0.070 -0.011 -0.032
H -0.017 0.000 -0.006